A structure of composition C42H40O2PtSb2. Source: the OMol25 dataset; level of theory: wB97M-V/def2-TZVPD.

The value obtained for the HOMO energy is -7.17 eV. For the orbital gap, the calculation gives 7.119 eV.

XYZ file:
```
87
C42H40O2PtSb2, DFT wB97M-V/def2-TZVPD
Pt -0.6184 0.6739 0.7709
C 0.8270 -2.3977 0.1479
C 1.0326 -2.5940 -1.3390
C 1.1694 -1.2868 -2.1246
Sb -0.3683 0.1901 -1.8299
C 0.6146 1.8391 -2.7331
C 0.1948 3.1388 -2.4553
C 0.8370 4.2181 -3.0517
C 1.8964 4.0096 -3.9232
C 2.3138 2.7165 -4.2073
C 1.6708 1.6356 -3.6184
C -1.6208 -0.3416 -3.4585
C -2.0470 -1.6576 -3.6184
C -2.8358 -2.0101 -4.7048
C -3.2081 -1.0494 -5.6350
C -2.7847 0.2630 -5.4815
C -1.9915 0.6163 -4.3982
Sb 2.2421 -1.2422 1.3087
C 0.6366 -0.5377 2.6036
C 0.3979 0.8353 2.8504
C -0.5915 1.2451 3.7751
C -1.3196 0.3079 4.4619
C -1.0794 -1.0562 4.2403
C -0.1360 -1.4697 3.3281
C 2.7654 -2.9360 2.5186
C 2.8711 -2.8545 3.9041
C 3.2687 -3.9542 4.6535
C 3.5776 -5.1518 4.0234
C 3.4861 -5.2446 2.6413
C 3.0829 -4.1428 1.8979
H 0.6848 -3.3469 0.6688
H -0.0586 -1.7956 0.3058
H 0.1686 -3.1509 -1.7199
H 1.9026 -3.2223 -1.5576
H 1.1828 -1.5062 -3.1951
H 2.1008 -0.7690 -1.8801
H -0.6119 3.3041 -1.7504
H 0.5095 5.2253 -2.8244
H 2.3968 4.8527 -4.3831
H 3.1372 2.5484 -4.8903
H 2.0022 0.6313 -3.8552
H -1.7713 -2.4190 -2.8970
H -3.1611 -3.0365 -4.8218
H -3.8260 -1.3238 -6.4805
H -3.0676 1.0147 -6.2074
H -1.6552 1.6415 -4.2951
H 1.0768 1.5929 2.4849
H -0.7448 2.3047 3.9392
H -2.0729 0.6162 5.1753
H -1.6460 -1.7961 4.7935
H 0.0388 -2.5305 3.1887
H 2.6298 -1.9278 4.4148
H 3.3370 -3.8742 5.7314
H 3.8878 -6.0092 4.6070
H 3.7255 -6.1751 2.1417
H 3.0086 -4.2382 0.8186
C 3.1106 2.9394 -0.1562
C 1.7055 2.7044 0.3277
O 1.2760 1.5359 0.1724
C 0.9643 3.7594 0.9609
C 1.6797 4.8258 1.5599
C 1.0509 5.8154 2.2612
C -0.3562 5.7816 2.3665
C -1.0901 4.8016 1.7631
C -0.4777 3.7603 0.9924
O -1.1987 2.9437 0.3337
H 3.4228 2.0784 -0.7422
H 3.7930 3.0474 0.6897
H 3.1657 3.8465 -0.7571
H 2.7603 4.8380 1.4905
H 1.6192 6.6039 2.7344
H -0.8655 6.5558 2.9292
H -2.1716 4.7913 1.8196
C -2.4692 -0.0238 1.2253
C -2.9130 -1.3013 0.5813
C -2.6747 -2.5412 1.1774
C -3.0919 -3.7216 0.5808
C -3.7842 -3.6904 -0.6228
C -4.0496 -2.4650 -1.2181
C -3.6094 -1.2899 -0.6283
H -2.5088 -0.1346 2.3115
H -3.1561 0.7797 0.9402
H -2.1563 -2.5737 2.1261
H -2.8899 -4.6700 1.0645
H -4.1249 -4.6087 -1.0844
H -4.5992 -2.4220 -2.1505
H -3.8190 -0.3388 -1.1075
```